1.
C3H3O3P | ωB97M-V/def2-TZVPD

Geometry as ORCA input:
```
! wB97M-V def2-TZVPD RIJCOSX def2/J DEFGRID3
* xyz -2 1
O -0.3282 -0.3413 2.6507
P -1.1123 0.1772 1.4592
O -1.2499 1.6889 1.3950
O -2.3618 -0.6049 1.1231
C 0.1245 -0.1402 0.0683
C 1.3309 -0.1983 -0.4152
C 0.5675 -0.1173 -1.6938
H 2.3847 -0.2902 -0.1808
H 0.3843 0.8340 -2.1772
H 0.2602 -1.0080 -2.2295
*
```

Kohn-Sham gap ... 6.2 eV
Highest occupied orbital energy ... 0.76 eV
Energy above the lowest of the compared OMol25 structures with the same formula, charge and spin ... 3.52 kJ/mol
Energy ... -18589.038 eV

***

2.
C37H35ClN2RuS2Si2 | ωB97M-V/def2-TZVPD

Geometry as ORCA input:
```
! wB97M-V def2-TZVPD RIJCOSX def2/J DEFGRID3
* xyz 2 5
C -0.6274 -4.3189 1.4073
C -0.4622 -4.0432 -0.0124
C 0.8239 -3.3836 -0.1922
H -1.1120 -4.3765 -0.8218
C 1.4392 -3.2318 1.1247
C 0.5574 -3.8448 2.0970
H 0.7732 -3.9560 3.1591
H -1.4715 -4.8429 1.8582
H 1.2703 -3.1264 -1.1419
H 2.4059 -2.7651 1.3297
Ru -0.3362 -2.2389 0.9694
Si 1.5437 0.1200 -1.0074
C 0.8798 1.1083 -2.5173
C 0.7618 2.5030 -2.5002
H 0.8931 3.0667 -1.5753
C 0.4541 3.2117 -3.6644
H 0.3289 4.2929 -3.6268
C 0.2948 2.5499 -4.8885
H 0.0748 3.1089 -5.8012
C 0.4467 1.1599 -4.9114
H 0.3390 0.6247 -5.8551
C 0.7268 0.4514 -3.7376
H 0.8112 -0.6344 -3.7883
C 3.1870 1.1181 -1.0550
C 4.1254 0.9056 -2.0774
H 4.0035 0.0561 -2.7555
C 5.1919 1.7902 -2.2679
H 5.8959 1.6214 -3.0802
C 5.3760 2.8946 -1.4378
H 6.2092 3.5835 -1.5855
C 4.4666 3.0956 -0.4010
H 4.5897 3.9341 0.2766
C 3.3844 2.2197 -0.2166
H 2.6816 2.4210 0.5977
H 1.9084 -1.2399 -1.4061
Si -1.3368 2.6484 0.5519
C 0.2200 1.8041 1.2853
C 0.8491 0.4994 0.8291
H 0.0389 -0.3236 0.7515
C 2.0164 0.0722 1.6027
H 2.6459 -0.7444 1.2107
C 2.3605 0.6275 2.8125
H 3.1964 0.2061 3.3762
C 1.6353 1.7059 3.3150
H 1.8978 2.1087 4.2916
C 0.6240 2.2878 2.5305
H 0.1479 3.1831 2.9583
C -2.0185 1.7042 -0.9544
C -2.0194 0.3116 -1.0216
H -1.8151 -0.2776 -0.1343
C -2.1836 -0.3590 -2.2329
H -1.8763 -1.3955 -2.3472
C -2.6596 0.3370 -3.3495
H -2.8355 -0.1877 -4.3007
C -2.8468 1.7225 -3.2332
H -3.1831 2.2732 -4.1019
C -2.5319 2.3970 -2.0520
H -2.6431 3.4817 -2.0060
H -1.2524 4.0326 0.3658
Cl -2.8425 2.3497 1.9438
C -3.4583 -3.3061 -0.9755
C -3.6169 -2.3458 0.1306
N -2.6980 -2.0257 1.0314
C -3.2087 -1.2419 2.0538
C -4.5582 -0.9724 1.9201
S -5.1873 -1.6240 0.4610
C -2.3658 -0.9459 3.1615
C -2.7512 -0.4115 4.3788
S -1.4510 -0.4052 5.4956
C -0.4582 -1.2409 4.2927
N -1.0514 -1.3747 3.1252
C 0.8964 -1.7232 4.6399
H -3.2569 -4.3039 -0.5646
H -4.3958 -3.3296 -1.5448
H -2.6421 -2.9963 -1.6378
H -5.1356 -0.4489 2.6670
H -3.7585 -0.0842 4.5891
H 1.2280 -1.2231 5.5563
H 0.8660 -2.8044 4.8138
H 1.5814 -1.4924 3.8199
*
```

Kohn-Sham gap (spin up / spin down) ... 4.2 / 3.4 eV
Highest occupied orbital energy (spin up / spin down) ... -9.42 / -13.17 eV
Energy above the lowest of the compared OMol25 structures with the same formula, charge and spin ... 512.49 kJ/mol
Energy ... -94426.205 eV